# 1
Entry from the OMol25 dataset: a cluster of 10 separate species, C53H49F7N2O in total (ωB97M-V with the def2-TZVPD basis set).

- structure (SMILES) = Fc1ccccc1.Fc1ccccc1.Fc1ccccc1.Fc1ccccc1.Fc1ccccc1.Fc1ccccc1.Fc1ccccc1.c1ccncc1.c1ccncc1.CO
- HOMO energy (eV) = -8.96
- E_LUMO (eV) = 0.6
- 2S+1 = 1
- E_tot (hartree) = -2932.753620
- charge = 0
- ΔE to the lowest compared entry with this formula, charge and spin (eV) = 0.0873

Atoms and positions in Å:
N 1.06 -0.78 0.95
C -0.26 -0.58 1.10
C -0.86 0.66 0.96
C -0.07 1.73 0.61
C 1.30 1.57 0.52
C 1.81 0.28 0.64
H -0.80 -1.47 1.41
H -1.93 0.83 1.01
H -0.53 2.71 0.52
H 1.90 2.42 0.24
H 2.87 0.17 0.44
N -4.94 2.68 0.25
C -5.74 3.34 -0.60
C -6.66 2.69 -1.41
C -6.76 1.31 -1.39
C -5.94 0.61 -0.51
C -5.04 1.36 0.24
H -5.59 4.40 -0.72
H -7.29 3.26 -2.07
H -7.53 0.73 -1.88
H -6.05 -0.46 -0.44
H -4.39 0.79 0.92
C 0.19 -3.11 4.70
O 0.65 -2.28 5.73
H 0.98 -3.71 4.24
H -0.64 -3.79 4.94
H -0.12 -2.43 3.90
H 1.13 -2.78 6.40
F -3.59 -1.66 1.90
C -4.07 -2.91 2.09
C -3.37 -3.78 2.91
C -3.77 -5.12 2.98
C -4.91 -5.53 2.29
C -5.64 -4.63 1.55
C -5.19 -3.32 1.40
H -2.48 -3.47 3.45
H -3.24 -5.84 3.59
H -5.23 -6.55 2.48
H -6.59 -4.89 1.11
H -5.68 -2.55 0.82
F 1.17 -4.38 -3.02
C 0.32 -4.91 -2.14
C -0.38 -4.14 -1.24
C -1.22 -4.69 -0.31
C -1.36 -6.06 -0.24
C -0.71 -6.86 -1.17
C 0.15 -6.30 -2.12
H -0.17 -3.07 -1.22
H -1.72 -4.04 0.40
H -1.85 -6.50 0.61
H -0.77 -7.93 -1.08
H 0.65 -6.90 -2.86
F 5.62 -6.46 -1.36
C 5.06 -5.34 -0.86
C 5.84 -4.21 -0.69
C 5.33 -3.12 0.02
C 4.00 -3.16 0.45
C 3.23 -4.30 0.27
C 3.76 -5.38 -0.41
H 6.88 -4.19 -1.00
H 5.95 -2.28 0.28
H 3.59 -2.40 1.09
H 2.21 -4.22 0.63
H 3.30 -6.36 -0.53
F 5.48 0.09 1.51
C 5.38 1.15 0.69
C 5.47 2.42 1.24
C 5.33 3.52 0.42
C 5.05 3.33 -0.94
C 4.92 2.06 -1.49
C 5.10 0.96 -0.64
H 5.70 2.56 2.29
H 5.32 4.54 0.78
H 4.89 4.23 -1.53
H 4.67 1.90 -2.52
H 5.04 -0.03 -1.07
F -1.28 4.17 -2.30
C -2.19 5.11 -2.00
C -2.58 5.29 -0.68
C -3.55 6.23 -0.38
C -4.09 7.03 -1.39
C -3.71 6.84 -2.70
C -2.70 5.92 -3.00
H -2.17 4.69 0.12
H -3.79 6.38 0.66
H -4.75 7.82 -1.08
H -4.07 7.51 -3.47
H -2.43 5.76 -4.03
F 2.30 0.92 -6.64
C 2.34 0.40 -5.40
C 1.72 1.14 -4.42
C 1.60 0.61 -3.16
C 2.15 -0.64 -2.88
C 2.81 -1.35 -3.88
C 2.90 -0.85 -5.18
H 1.25 2.08 -4.65
H 1.00 1.09 -2.40
H 2.06 -0.99 -1.86
H 3.22 -2.30 -3.59
H 3.38 -1.32 -6.02
F 2.68 4.81 0.46
C 1.82 4.79 1.49
C 2.16 4.17 2.68
C 1.39 4.37 3.82
C 0.19 5.06 3.71
C -0.18 5.59 2.49
C 0.62 5.45 1.36
H 3.12 3.66 2.71
H 1.69 3.89 4.74
H -0.47 5.16 4.56
H -1.07 6.20 2.41
H 0.36 5.90 0.41

***

# 2
Entry from the OMol25 dataset: a cluster of 2 separate species, C17H44BrN3O3PSi2 in total (ωB97M-V with the def2-TZVPD basis set).

- HOMO energy (eV) = -11.73
- E_LUMO (eV) = -3.6
- 2S+1 = 1
- E_tot (hartree) = -4558.363278
- charge = +1

Atoms and positions in Å:
C 1.26 4.28 -0.11
C 1.10 2.88 -0.68
O -0.08 2.22 -0.18
C 0.14 1.54 1.00
N -1.17 0.95 1.29
C -1.61 0.53 2.44
N -0.91 0.65 3.60
P 0.32 -0.59 4.04
C -0.75 -2.07 4.14
C -0.75 -2.91 2.85
C 0.47 -0.12 5.81
C 1.62 0.87 6.05
N -2.87 -0.04 2.57
Br -3.38 -1.08 1.07
C -3.91 1.00 2.88
C -3.99 1.30 4.38
C -5.40 1.68 4.81
O -3.06 2.37 4.62
H 1.88 4.31 0.79
H 1.71 4.93 -0.86
H 0.28 4.69 0.12
H 1.98 2.26 -0.47
H 0.98 2.91 -1.76
H 0.88 0.73 0.89
H 0.45 2.19 1.83
H -1.78 0.87 0.48
H -0.52 1.58 3.70
H -0.35 -2.65 4.98
H -1.76 -1.78 4.43
H -1.75 -3.29 2.64
H -0.45 -2.33 1.98
H -0.08 -3.77 2.94
H -0.48 0.31 6.13
H 0.62 -1.05 6.36
H 2.53 0.58 5.53
H 1.83 0.95 7.12
H 1.34 1.88 5.71
H -4.85 0.63 2.49
H -3.66 1.93 2.37
H -3.66 0.41 4.92
H -6.13 0.96 4.46
H -5.66 2.67 4.43
H -5.46 1.71 5.90
H -3.36 2.89 5.37
O 1.05 -1.37 -4.88
Si 1.73 -0.81 -3.50
C 2.82 0.67 -3.86
C 2.74 -2.14 -2.67
C 0.36 -0.27 -2.34
Si 1.48 -2.00 -6.35
C -0.06 -2.36 -7.32
C 2.45 -3.58 -6.10
C 2.53 -0.76 -7.28
H 3.70 0.38 -4.43
H 3.17 1.12 -2.92
H 2.28 1.43 -4.42
H 2.15 -3.05 -2.53
H 3.08 -1.81 -1.69
H 3.62 -2.40 -3.26
H -0.30 -1.11 -2.10
H -0.25 0.53 -2.78
H 0.80 0.10 -1.42
H -0.70 -3.09 -6.81
H 0.21 -2.77 -8.30
H -0.65 -1.46 -7.49
H 3.42 -3.39 -5.63
H 2.64 -4.06 -7.06
H 1.90 -4.28 -5.47
H 3.50 -0.61 -6.79
H 2.03 0.20 -7.35
H 2.73 -1.12 -8.29

***

Values for max |F|, hartree/bohr, ordered as above
0.037 0.015